Below is one molecule with the formula C18H21BrN2O4, with properties calculated with ωB97M-V/def2-TZVPD.

Calculated values
orbital gap = 0.3328 hartree
SMILES = COc1cc(CNCCO)ccc1OCC(=O)Nc1ccc(Br)cc1
energy relative to the best compared isomer or geometry (same formula, charge and spin) = 0.000 eV

```
46
Properties=species:S:1:pos:R:3:forces:R:3:mulliken_charge:R:1
C -4.147 -0.415 -0.479 -0.07 -0.20 -0.17 -0.985
H -4.673 -1.077 0.215 0.04 0.01 0.00 0.381
O -3.584 0.688 0.191 0.22 0.30 0.33 -0.407
C -2.710 0.440 1.213 -0.03 0.18 0.06 0.781
C -2.176 -0.800 1.511 -0.15 0.16 -0.10 0.293
C -1.210 -0.941 2.502 0.05 0.15 0.20 -0.179
C -0.815 0.170 3.226 -0.01 -0.28 -0.08 -1.067
C -1.361 1.415 2.957 -0.28 0.25 -0.17 -0.567
C -2.299 1.566 1.952 -0.09 -0.10 -0.01 0.659
O -2.844 2.783 1.580 -0.14 -0.35 0.05 -0.547
C -1.942 3.868 1.531 0.20 0.23 0.15 -0.702
C -0.667 3.496 0.763 -0.37 0.03 0.06 0.542
O 0.425 3.913 1.067 0.17 0.09 0.12 -0.633
N -0.936 2.636 -0.260 -0.43 0.12 -0.32 -0.139
C -0.063 1.753 -0.890 0.33 -0.19 -0.10 0.172
C 1.311 1.763 -0.661 -0.05 0.14 0.14 -0.426
C 2.114 0.799 -1.240 -0.06 -0.24 -0.17 -0.462
C 1.547 -0.164 -2.056 0.14 -0.15 -0.08 -0.211
C 0.189 -0.166 -2.324 0.15 -0.03 -0.01 -0.565
C -0.612 0.793 -1.740 0.06 0.11 0.09 -0.153
H -1.675 0.795 -1.932 -0.16 0.00 0.00 0.437
H -0.238 -0.916 -2.973 -0.03 -0.06 -0.03 0.422
Br 2.645 -1.533 -2.797 -0.07 0.10 0.05 -0.142
H 3.176 0.797 -1.051 0.08 -0.01 0.01 0.449
H 1.740 2.512 -0.017 0.01 0.03 0.01 0.525
H -1.921 2.436 -0.412 0.17 0.01 0.15 0.260
H -2.472 4.673 1.013 0.09 -0.05 0.07 0.415
H -1.658 4.226 2.527 0.05 -0.07 -0.18 0.387
H -1.033 2.273 3.522 0.03 0.14 0.03 0.402
H -0.067 0.076 3.998 0.11 -0.03 0.07 0.382
C -0.589 -2.295 2.720 0.01 -0.11 0.04 -1.034
N -0.283 -2.917 1.439 -0.03 -0.39 0.15 -0.241
H 0.022 -3.876 1.592 -0.12 0.10 -0.04 0.327
C 0.739 -2.237 0.664 0.42 -0.15 0.06 0.135
C 2.176 -2.515 1.135 -0.39 0.58 -0.15 -0.591
O 2.494 -3.884 1.058 0.04 -0.53 -0.08 -0.536
H 2.474 -4.153 0.132 0.03 0.04 0.05 0.333
H 2.291 -2.244 2.187 0.02 0.05 -0.05 0.306
H 2.880 -1.913 0.544 -0.05 0.01 0.07 0.324
H 0.639 -2.581 -0.372 0.11 0.18 -0.03 0.301
H 0.546 -1.162 0.691 0.02 0.01 -0.14 -0.387
H 0.287 -2.192 3.379 -0.11 0.04 0.00 0.336
H -1.310 -2.946 3.226 0.12 0.03 0.05 0.393
H -2.450 -1.678 0.950 -0.05 -0.08 -0.14 0.418
H -4.859 0.004 -1.188 0.04 -0.08 0.03 0.240
H -3.387 -0.989 -1.019 -0.03 0.00 0.03 0.354
```
Forces are in eV/Å.